Density functional theory data (ωB97M-V with the def2-TZVPD basis set) for a 2-piece molecular cluster, C2H4BrNOS overall in a non-equilibrium geometry.

Structure (XYZ):
```
10
C2H4BrNOS | the Open Molecules 2025 dataset | ωB97M-V with the def2-TZVPD basis set
N 1.834 1.159 1.051
C 2.068 2.118 0.353
O 2.494 2.853 -0.431
H 0.911 0.952 1.403
S -2.065 -2.088 -1.148
C -1.104 -0.601 -0.445
Br -1.054 -0.873 1.608
H -1.321 -3.127 -0.953
H -1.696 0.378 -0.644
H -0.069 -0.771 -0.795
```

Calculated values
SMILES: N=C=O.SCBr
HOMO-LUMO gap in eV: 9.751
ΔE to the lowest compared entry with this formula, charge and spin in kcal/mol: 22.1
DFT total energy in hartree: -3180.7775

***

Density functional theory data (ωB97M-V with the def2-TZVPD basis set) for a 2-piece molecular cluster, C2H4BrP overall in a non-equilibrium geometry.

Structure (XYZ):
```
8
C2H4BrP | the Open Molecules 2025 dataset | ωB97M-V with the def2-TZVPD basis set
C -0.349 -0.011 0.922
C 0.610 -0.155 -0.241
P -0.212 1.498 -0.135
Br 2.476 -0.447 -0.087
H -1.214 -0.681 0.996
H 0.069 0.145 1.826
H -0.185 -1.665 -2.171
H -1.195 1.315 -1.111
```

Calculated values
HOMO-LUMO gap (spin up / spin down) in eV: 8.522 / 8.660
ΔE to the lowest compared entry with this formula, charge and spin in kcal/mol: 127.6
DFT total energy in hartree: -2993.7512

***

Density functional theory data (ωB97M-V with the def2-TZVPD basis set) for a 2-piece molecular cluster, C2H4Cl2 overall in a non-equilibrium geometry.

Structure (XYZ):
```
8
C2H4Cl2 | the Open Molecules 2025 dataset | ωB97M-V with the def2-TZVPD basis set
C 0.146 0.743 -0.143
C 0.035 -0.550 0.331
H -0.658 0.897 -1.385
H -0.590 1.471 0.342
H 1.186 1.306 -0.403
H 0.038 -0.525 1.496
Cl -1.503 -1.602 -0.110
Cl 1.348 -1.740 -0.129
```

Calculated values
HOMO-LUMO gap in eV: 11.056
ΔE to the lowest compared entry with this formula, charge and spin in kcal/mol: 60.5
DFT total energy in hartree: -998.8957

***

Density functional theory data (ωB97M-V with the def2-TZVPD basis set) for C2H4Cl2N2O as an isolated structure in a non-equilibrium geometry.

Structure (XYZ):
```
11
C2H4Cl2N2O | the Open Molecules 2025 dataset | ωB97M-V with the def2-TZVPD basis set
C -0.387 0.323 0.232
C 0.966 0.614 -0.290
H -0.266 -2.475 0.726
H -1.844 -0.744 0.449
H -0.288 2.202 0.423
H 1.667 1.524 -0.002
N -1.019 -0.751 -0.110
N -1.088 1.484 0.611
O -0.328 -2.037 -0.197
Cl 0.549 0.629 -1.958
Cl 2.038 -0.769 0.116
```

Calculated values
HOMO-LUMO gap in eV: 9.750
ΔE to the lowest compared entry with this formula, charge and spin in kcal/mol: 92.1
DFT total energy in hartree: -1183.5960

***

Density functional theory data (ωB97M-V with the def2-TZVPD basis set) for one molecule with the formula C2H4Cl2OSi in a non-equilibrium geometry.

Structure (XYZ):
```
10
C2H4Cl2OSi | the Open Molecules 2025 dataset | ωB97M-V with the def2-TZVPD basis set
C -0.692 1.091 -0.030
C 0.501 0.542 0.140
Si 1.473 -0.545 -1.079
O 1.138 -2.075 -0.978
Cl 3.597 -0.449 -0.675
Cl 1.062 0.195 -3.030
H -0.852 1.834 0.668
H -1.353 0.856 -0.844
H 1.166 0.896 1.029
H 1.197 -2.973 -1.312
```

Calculated values
SMILES: C=C[Si](O)(Cl)Cl
HOMO-LUMO gap in eV: 11.172
ΔE to the lowest compared entry with this formula, charge and spin in kcal/mol: 0.0
DFT total energy in hartree: -1363.8436

***

Density functional theory data (ωB97M-V with the def2-TZVPD basis set) for one molecule with the formula C2H4Cl2S in a non-equilibrium geometry.

Structure (XYZ):
```
9
C2H4Cl2S | the Open Molecules 2025 dataset | ωB97M-V with the def2-TZVPD basis set
C 0.889 0.610 -0.146
C -0.355 -0.247 0.427
S -1.153 -1.450 -0.846
Cl -1.544 0.776 1.190
Cl 0.370 -1.409 1.550
H 0.583 1.549 -0.382
H 1.631 0.666 0.657
H 1.432 0.025 -0.945
H -1.853 -0.519 -1.504
```

Calculated values
SMILES: CC(S)(Cl)Cl
HOMO-LUMO gap in eV: 10.356
ΔE to the lowest compared entry with this formula, charge and spin in kcal/mol: 13.7
DFT total energy in hartree: -1397.1515

***

Density functional theory data (ωB97M-V with the def2-TZVPD basis set) for one molecule with the formula C2H4Cl2S2Si in a non-equilibrium geometry.

Structure (XYZ):
```
11
C2H4Cl2S2Si | the Open Molecules 2025 dataset | ωB97M-V with the def2-TZVPD basis set
Cl -0.334 0.424 3.265
Si -0.650 -0.808 1.324
Cl -1.559 -2.505 1.903
S -1.711 0.535 0.003
C -0.271 0.530 -1.220
C 1.010 0.309 -0.619
S 1.265 -1.159 0.402
H -0.143 1.528 -1.689
H -0.487 -0.119 -2.139
H 1.837 0.074 -1.358
H 1.043 1.190 0.127
```

Calculated values
SMILES: Cl[Si]1(Cl)SCCS1
HOMO-LUMO gap in eV: 9.925
ΔE to the lowest compared entry with this formula, charge and spin in kcal/mol: 0.0
DFT total energy in hartree: -2084.9848

***

Density functional theory data (ωB97M-V with the def2-TZVPD basis set) for an isolated ion of composition C2H4Cl3N2O and charge +1 in a non-equilibrium geometry.

Structure (XYZ):
```
12
C2H4Cl3N2O | the Open Molecules 2025 dataset | ωB97M-V with the def2-TZVPD basis set
N -0.093 1.192 -0.823
C -0.699 0.581 0.143
N -0.315 -0.573 0.705
O 0.889 -1.474 0.507
C -1.920 1.206 0.720
Cl -1.161 2.854 1.345
Cl -2.986 1.507 -0.623
Cl -2.698 0.374 2.119
H -0.645 1.855 -1.380
H 0.892 0.866 -1.033
H -0.586 -0.659 1.622
H 0.780 -2.063 -0.290
```

Calculated values
Net charge: +1
SMILES: [NH2+]=C(NO)C(Cl)(Cl)Cl
HOMO-LUMO gap in eV: 10.721
ΔE to the lowest compared entry with this formula, charge and spin in kcal/mol: 27.7
DFT total energy in hartree: -1643.5850

***

Density functional theory data (ωB97M-V with the def2-TZVPD basis set) for C2H4Cl3NOP2 as an isolated structure in a non-equilibrium geometry.

Structure (XYZ):
```
13
C2H4Cl3NOP2 | the Open Molecules 2025 dataset | ωB97M-V with the def2-TZVPD basis set
C -0.878 -0.205 -0.748
C -1.403 0.422 0.611
N 0.534 -0.505 -0.666
O -0.488 1.474 0.779
P 1.098 1.177 0.721
P 1.480 -1.809 -0.426
Cl 1.602 2.515 -0.677
Cl 1.156 -2.153 1.608
Cl 3.275 -0.923 -0.452
H -1.610 -1.106 -0.927
H -1.103 0.519 -1.586
H -2.325 0.777 0.350
H -1.337 -0.183 1.412
```

Calculated values
HOMO-LUMO gap in eV: 8.493
ΔE to the lowest compared entry with this formula, charge and spin in kcal/mol: 0.0
DFT total energy in hartree: -2271.9375

***

Density functional theory data (ωB97M-V with the def2-TZVPD basis set) for one molecule with the formula C2H4Cl3O3P in a non-equilibrium geometry.

Structure (XYZ):
```
13
C2H4Cl3O3P | the Open Molecules 2025 dataset | ωB97M-V with the def2-TZVPD basis set
O -2.353 -0.527 -0.595
P -1.648 -0.578 0.692
O -1.893 0.926 1.157
O -0.058 -0.777 0.474
C 0.602 0.264 -0.287
C 1.996 -0.048 -0.601
Cl 3.007 -0.669 0.764
Cl 2.822 1.418 -1.309
Cl 1.856 -1.307 -1.898
H -2.102 -1.521 1.671
H -2.807 1.092 0.753
H 0.537 1.246 0.336
H 0.042 0.481 -1.156
```

Calculated values
SMILES: O=[P@H](O)OCC(Cl)(Cl)Cl
HOMO-LUMO gap in eV: 11.290
ΔE to the lowest compared entry with this formula, charge and spin in kcal/mol: 9.2
DFT total energy in hartree: -2026.3016

***

Density functional theory data (ωB97M-V with the def2-TZVPD basis set) for one molecule with the formula C2H4ClFO in a non-equilibrium geometry.

Structure (XYZ):
```
9
C2H4ClFO | the Open Molecules 2025 dataset | ωB97M-V with the def2-TZVPD basis set
C -0.757 0.639 0.693
O -0.197 -0.647 0.483
C 0.737 -0.567 -0.576
F 1.895 0.118 -0.323
Cl 1.051 -2.275 -0.799
H -1.458 0.604 1.585
H -1.474 0.988 -0.190
H -0.057 1.487 0.682
H 0.262 -0.348 -1.553
```

Calculated values
SMILES: CO[C@@H](F)Cl
HOMO-LUMO gap in eV: 11.920
ΔE to the lowest compared entry with this formula, charge and spin in kcal/mol: 15.5
DFT total energy in hartree: -713.8639

***

Density functional theory data (ωB97M-V with the def2-TZVPD basis set) for a 3-piece molecular cluster, C2H4ClFO2 overall in a non-equilibrium geometry.

Structure (XYZ):
```
10
C2H4ClFO2 | the Open Molecules 2025 dataset | ωB97M-V with the def2-TZVPD basis set
O 0.915 0.956 0.512
C 1.532 0.445 -0.351
Cl 2.968 -0.531 -0.068
H 1.320 0.648 -1.498
C -1.207 -1.256 0.452
O -0.457 -1.444 -0.437
H -2.172 -1.666 0.712
H -0.749 -0.751 1.285
F -1.492 1.764 -0.459
H -0.659 1.833 -0.148
```

Calculated values
SMILES: O=CCl.C=O.F
HOMO-LUMO gap in eV: 10.813
ΔE to the lowest compared entry with this formula, charge and spin in kcal/mol: 28.2
DFT total energy in hartree: -789.0975